{
  "formula": "C40H61GeN6O6SSiZr",
  "method": "wB97M-V/def2-TZVPD",
  "elements": ["Zr", "C", "Si", "C", "N", "C", "C", "C", "C", "C", "C", "C", "C", "C", "C", "C", "C", "C", "C", "C", "C", "C", "H", "H", "H", "H", "H", "H", "H", "H", "H", "H", "H", "H", "H", "H", "H", "H", "H", "H", "H", "H", "H", "H", "H", "H", "C", "Ge", "C", "C", "C", "H", "H", "H", "H", "H", "H", "H", "H", "H", "H", "H", "N", "C", "O", "C", "C", "C", "C", "N", "C", "H", "H", "H", "H", "H", "H", "C", "C", "S", "O", "O", "C", "C", "N", "C", "N", "C", "C", "N", "O", "O", "C", "H", "H", "H", "H", "H", "H", "H", "H", "H", "H", "H", "H", "H", "C", "C", "C", "O", "H", "H", "H", "H", "H", "H", "H"],
  "coordinates": [[1.07675, -0.59311, 1.78589], [0.30213, 1.49165, 1.82259], [-0.69390, 2.64685, 0.81151], [0.28010, 3.37760, -0.67071], [0.41603, 2.54100, -1.86202], [-0.12360, 1.21521, -1.84012], [0.59498, 0.40080, -2.98222], [0.48007, 1.08010, -4.36124], [-0.42857, 2.31721, -4.25812], [-0.00019, 3.29194, -3.11204], [-2.34081, 1.87706, 0.38841], [-2.95362, 0.89106, 1.19138], [-4.18872, 0.38389, 0.82038], [-4.80876, 0.74616, -0.40924], [-4.18813, 1.72156, -1.12851], [-2.98376, 2.29555, -0.74662], [-0.95488, 4.19484, 1.87797], [-2.19219, 4.85366, 1.84534], [-2.29783, 6.09770, 2.44832], [-1.22131, 6.61712, 3.15256], [0.00001, 5.93680, 3.26250], [0.13740, 4.74865, 2.61103], [-0.30549, 1.56981, 2.74185], [1.32101, 1.92066, 2.07360], [1.25524, 3.68872, -0.21854], [-0.17856, 4.35733, -0.90192], [-1.25778, 1.15563, -1.97491], [0.07452, 0.71900, -0.89394], [0.22667, -0.63187, -3.05070], [1.63615, 0.37626, -2.60136], [0.19089, 0.41669, -5.18142], [1.42707, 1.46457, -4.73666], [-1.47879, 2.08300, -4.03663], [-0.54116, 2.80702, -5.20424], [-0.88862, 3.88932, -2.86073], [0.81452, 3.98581, -3.44053], [-2.56070, 0.54031, 2.16699], [-4.73097, -0.34188, 1.43866], [-5.72623, 0.27323, -0.77673], [-4.69214, 2.13259, -2.03824], [-2.53468, 3.02798, -1.40811], [-3.04795, 4.34660, 1.45174], [-3.19595, 6.68556, 2.36532], [-1.28104, 7.63355, 3.52740], [0.83312, 6.35150, 3.80492], [1.07807, 4.23752, 2.63272], [1.60340, -2.74375, 5.90742], [3.05103, -1.99682, 4.90879], [4.26255, -1.31919, 6.31364], [3.87814, -3.44838, 3.90839], [2.58258, -0.70629, 3.48790], [1.33824, -2.05892, 6.70709], [1.92844, -3.60286, 6.42773], [0.72044, -3.08655, 5.43839], [4.48967, -2.16864, 6.96570], [3.91329, -0.55298, 6.95083], [5.26028, -0.98077, 5.93110], [4.21266, -4.25879, 4.58887], [4.79824, -3.07802, 3.41586], [3.11716, -3.80523, 3.19953], [3.52591, -0.20912, 3.31374], [2.10093, 0.07686, 4.11218], [3.54431, 3.27704, -2.15951], [4.63406, 2.77197, -1.50203], [5.73036, 3.30220, -1.47707], [4.42340, 1.48441, -0.68311], [5.52445, 0.74659, -0.24894], [5.37477, -0.42686, 0.42106], [4.10482, -0.80819, 0.82320], [3.03649, 0.00173, 0.58332], [3.17275, 1.04181, -0.27889], [3.63702, 4.12771, -2.64838], [2.68807, 2.78128, -2.31552], [6.55609, 1.08223, -0.51817], [6.22102, -1.02900, 0.60710], [3.94017, -1.73230, 1.40217], [2.27707, 1.52654, -0.57995], [-5.49506, -1.52130, -5.20177], [-4.01331, -1.87567, -5.33172], [-3.45051, -2.47741, -3.77232], [-4.05574, -3.74184, -3.46089], [-3.61612, -1.44540, -2.80009], [-1.71273, -2.80102, -4.00581], [-1.13686, -3.56742, -2.87291], [-0.18082, -2.84579, -2.04653], [-0.45186, -2.19065, -0.90304], [0.70159, -1.68306, -0.35799], [1.68393, -1.97526, -1.31197], [1.15426, -2.73788, -2.28158], [1.86595, -3.28193, -3.46129], [1.30160, -4.09255, -4.16967], [2.99873, -2.89105, -3.61079], [-1.74486, -1.94973, -0.28012], [-5.88189, -1.30752, -6.18802], [-5.61688, -0.67880, -4.46358], [-6.09011, -2.38554, -4.86829], [-3.39161, -1.07046, -5.68597], [-3.95738, -2.73801, -6.03282], [-1.20105, -1.84701, -4.23613], [-1.59634, -3.41177, -4.90438], [-0.78341, -4.52954, -3.25645], [-1.89830, -3.88732, -2.20039], [2.74710, -1.70385, -1.20362], [-2.30912, -1.33114, -0.97747], [-1.56960, -1.38026, 0.62335], [-2.29834, -2.82154, -0.04055], [-0.64643, -4.19473, 2.77650], [-1.07359, -2.80564, 3.18893], [-2.54907, -2.52028, 2.99590], [-0.23993, -1.77085, 2.59611], [-1.19526, -4.83979, 3.44770], [0.43729, -4.22011, 2.88379], [-0.94590, -4.47523, 1.75560], [-0.84253, -2.76103, 4.24711], [-2.95635, -2.71837, 2.01952], [-2.79191, -1.48456, 3.15537], [-3.19378, -3.06870, 3.70830]],
  "atomic_forces_ev_per_a": [[-0.61, -0.79, 0.69], [1.04, -0.82, 0.60], [0.18, 1.24, 0.31], [-0.30, 0.00, 0.64], [0.45, 1.32, -1.27], [-1.31, -1.28, -1.59], [0.07, 0.37, 0.85], [-0.05, 1.01, 0.03], [-0.52, -0.11, 1.06], [0.29, -0.61, -0.16], [0.75, -0.38, 0.87], [-0.58, 0.19, 0.42], [-1.00, -0.66, -0.80], [0.47, -0.57, 1.41], [-0.83, 1.31, -1.98], [-0.48, -0.13, -0.45], [0.29, -0.30, 0.02], [1.18, -0.15, 0.71], [0.31, 0.16, 0.30], [0.43, 0.54, -0.24], [-0.77, 0.65, 0.03], [-1.23, -0.84, -1.08], [0.32, -0.24, 0.21], [-0.83, -0.03, -0.12], [-0.27, -0.34, -0.39], [-0.07, -0.43, -0.06], [1.34, 0.09, 0.11], [0.14, 0.08, 0.16], [0.00, 0.45, 0.23], [-0.26, -0.25, -0.68], [-0.41, -0.15, 0.34], [0.42, -0.07, 0.35], [0.22, -0.57, 0.10], [0.47, 0.62, -0.54], [0.25, 0.17, -0.11], [-0.53, -0.53, 0.36], [0.10, 0.44, -0.78], [0.47, 0.22, -0.07], [0.35, 0.25, 0.41], [0.55, -0.57, 0.70], [-0.03, 0.15, 0.13], [-0.39, 0.01, -0.56], [-0.26, 0.01, 0.07], [-0.13, -0.16, 0.24], [0.03, 0.20, 0.15], [0.41, -0.30, 0.02], [-0.29, 0.72, 0.74], [0.39, 0.06, -0.47], [1.59, -0.75, -1.04], [0.81, -0.25, 0.45], [-0.77, 0.48, 0.62], [-0.28, 0.29, 0.02], [0.86, -1.11, 0.60], [-0.92, 0.03, -0.86], [-0.09, -0.07, -0.08], [-0.75, 0.95, 0.50], [-0.85, -0.25, 0.09], [-0.37, 0.28, -0.50], [-0.55, -0.24, -0.11], [0.47, -0.10, 0.04], [0.56, 0.14, -0.47], [-0.42, 0.07, -0.12], [0.66, -0.97, 0.76], [0.11, 0.00, 0.17], [-0.71, -0.29, -0.09], [-0.27, 0.24, -0.29], [1.38, 1.45, -1.26], [-1.11, -0.55, 0.21], [-0.24, 0.74, 0.21], [0.33, -0.97, -0.78], [1.00, -0.62, 1.06], [0.42, 0.90, -0.46], [-0.47, -0.39, 0.28], [-1.11, -0.11, 0.18], [0.68, -0.65, 0.36], [0.01, 0.65, -0.24], [-0.72, 0.53, -0.07], [-0.13, 0.42, 1.03], [-0.83, -1.52, -0.68], [0.01, -0.60, -0.09], [-0.08, -0.35, -0.32], [0.21, 1.10, 0.61], [0.25, 0.96, -1.68], [-0.23, -1.03, 0.77], [-0.48, -0.57, -0.13], [1.95, 0.22, 1.01], [0.04, -0.48, -1.89], [1.11, 0.01, 1.49], [0.97, -0.11, -1.02], [-0.26, 0.16, 0.73], [-0.19, 0.23, 0.11], [0.04, 0.15, 0.11], [0.03, 1.03, -0.49], [-0.06, 0.55, -0.14], [-0.14, -0.77, -1.00], [0.40, 0.25, 0.16], [0.24, 0.36, 0.05], [0.34, 0.52, 0.38], [-0.23, -0.35, 0.34], [-0.32, 0.13, -0.09], [0.69, 0.55, 0.38], [-0.93, -0.03, 0.59], [-0.97, -0.18, -0.11], [-0.41, -0.01, 0.11], [-0.11, 0.00, 0.10], [-0.54, -0.92, 0.04], [-0.25, 0.61, -0.64], [0.33, 0.69, -0.17], [-0.72, -0.04, 0.51], [-0.04, 0.07, -0.48], [0.33, -0.61, 0.23], [-0.04, -0.58, 0.11], [0.18, 0.25, 0.14], [-0.15, 0.29, 0.28], [0.19, -0.44, -0.53], [0.19, 0.61, 0.33], [0.57, 0.01, -0.22]],
  "homo_energy_ev": -10.7032,
  "homo_lumo_gap_ev": 7.51,
  "e_lumo_ev": -3.189,
  "charge": 1
}

=====

{
  "formula": "C5H14",
  "method": "wB97M-V/def2-TZVPD",
  "elements": ["C", "C", "H", "H", "H", "H", "H", "H", "C", "C", "C", "H", "H", "H", "H", "H", "H", "H", "H"],
  "coordinates": [[3.83417, -1.42825, -0.02598], [3.12988, -0.08098, -0.08271], [4.24820, -1.79762, -0.96254], [3.13659, -2.22681, 0.23603], [4.56613, -1.42197, 0.78497], [2.34033, -0.08363, -0.84913], [2.71435, 0.11831, 0.90079], [3.70018, 0.75808, -0.48404], [-2.76400, 0.90982, -1.12890], [-2.02775, 0.11927, -0.05740], [-2.55791, 0.46198, 1.32042], [-2.63180, 1.96832, -0.92063], [-3.85182, 0.76075, -1.07606], [-2.50088, 0.66198, -2.15607], [-0.97900, 0.43042, -0.11195], [-2.16357, -0.94403, -0.27037], [-2.27347, -0.24790, 2.09045], [-2.27104, 1.48714, 1.56362], [-3.64859, 0.55511, 1.22952]],
  "atomic_forces_ev_per_a": [[-0.14, -0.36, 0.29], [-0.53, -0.16, -1.18], [0.41, 0.45, -0.05], [-0.26, 0.18, 0.18], [0.29, -0.09, -0.35], [-0.32, -0.38, 0.52], [-0.11, 0.43, -0.10], [0.66, -0.08, 0.68], [-0.81, 0.14, 0.17], [0.00, 0.11, -0.45], [-0.76, 0.67, -0.51], [0.18, 0.27, -0.34], [0.15, -0.19, 0.15], [0.38, 0.13, 0.06], [0.08, -0.61, -0.05], [0.40, -0.01, 0.11], [0.00, 0.11, 0.13], [0.35, -0.13, 0.34], [0.04, -0.49, 0.39]],
  "homo_energy_ev": -11.4535,
  "homo_lumo_gap_ev": 12.50,
  "e_lumo_ev": 1.047,
  "relative_energy_kcal_mol": 7.5
}

=====

{
  "formula": "C4H5NS",
  "method": "wB97M-V/def2-TZVPD",
  "elements": ["C", "C", "C", "C", "N", "S", "H", "H", "H", "H", "H"],
  "coordinates": [[-1.14148, 0.43484, 0.60556], [-0.07160, 1.09373, 0.02971], [-1.03404, -0.97759, 0.41753], [0.77860, -0.03092, -0.31918], [0.11152, -1.28826, -0.02107], [2.55465, 0.03621, 0.28980], [-2.04840, 0.71117, 0.99163], [0.21782, 2.04440, -0.13412], [-1.76265, -1.65783, 0.77925], [0.88554, -0.10000, -1.65136], [2.68643, -1.11169, -0.55455]],
  "atomic_forces_ev_per_a": [[1.09, 1.54, -1.72], [-2.50, -4.59, 2.05], [1.16, 0.90, 0.81], [1.87, -1.03, -4.43], [1.51, -0.80, -0.84], [-1.31, -1.91, -1.82], [-1.90, 1.81, 0.96], [0.44, 3.10, -0.18], [-0.53, -0.82, -0.05], [-0.35, 0.36, 3.84], [0.52, 1.43, 1.38]],
  "homo_energy_ev": -9.2610,
  "homo_lumo_gap_ev": 9.31,
  "e_lumo_ev": 0.044,
  "relative_energy_kcal_mol": 52.7
}

=====

{
  "formula": "C3H10N2O3P",
  "method": "wB97M-V/def2-TZVPD",
  "elements": ["C", "P", "O", "C", "N", "H", "H", "H", "H", "H", "H", "H", "C", "N", "O", "O", "H", "H", "H"],
  "coordinates": [[0.08125, -1.17301, -1.57848], [-0.71637, 0.57081, -1.62058], [-1.83607, 0.02974, -0.27541], [-2.88622, -0.59651, -0.76871], [-3.53664, -1.33934, -1.36032], [-0.64452, -2.01103, -1.73402], [0.47583, -1.30487, -0.53935], [0.90464, -1.25481, -2.32948], [-1.72973, 0.16445, -2.58155], [-1.33539, 1.89671, -1.56042], [0.25826, 1.05662, -0.67078], [0.12332, 0.96505, -2.75345], [1.55936, 0.57624, 3.17239], [1.53515, 0.23289, 1.72539], [1.48827, -0.94736, 1.43553], [1.56444, 1.16390, 0.94735], [1.52882, -0.34332, 3.74975], [2.47976, 1.12291, 3.36398], [0.68585, 1.19092, 3.37816]],
  "atomic_forces_ev_per_a": [[0.02, -0.71, 0.55], [1.49, 0.59, -2.33], [-3.28, -0.94, 0.42], [3.94, 0.94, 1.12], [-1.71, -0.48, -0.22], [0.38, 0.68, -0.10], [-0.09, 0.02, -1.02], [-0.53, 0.06, 0.57], [-0.04, -0.16, 0.16], [-0.17, 0.07, -0.06], [-0.57, -0.38, 0.06], [-0.01, 0.27, 0.26], [-0.16, -0.10, 0.25], [-0.05, 0.14, -0.08], [0.23, 0.14, 0.12], [0.54, -0.29, 0.52], [-0.01, 0.02, -0.12], [-0.10, 0.08, -0.06], [0.10, 0.06, -0.05]],
  "homo_energy_ev": -3.1546,
  "homo_lumo_gap_ev": 6.09,
  "e_lumo_ev": 2.933,
  "charge": -1,
  "relative_energy_kcal_mol": 216.4
}

=====

{
  "formula": "H13O6",
  "method": "wB97M-V/def2-TZVPD",
  "elements": ["O", "H", "H", "H", "O", "H", "H", "O", "H", "H", "O", "H", "H", "O", "H", "H", "O", "H", "H"],
  "coordinates": [[-0.06937, 0.01579, -0.00795], [-0.37537, -0.36421, -0.92395], [0.70663, -0.26221, 0.29105], [-0.09137, 1.00279, 0.24005], [0.33163, 2.57779, 1.26305], [1.11963, 2.62379, 1.76005], [-0.48137, 2.97579, 1.76605], [0.50863, -3.22121, 0.64605], [-0.25537, -3.76721, 0.58405], [0.83463, -3.37221, 1.55305], [2.63363, -0.38021, 0.47805], [3.00163, 0.40979, 0.31705], [2.67963, -0.77621, 1.46305], [-1.04737, -1.15421, -2.18895], [-1.30437, -0.79421, -3.07595], [-0.80537, -2.04321, -2.37595], [-2.26637, 1.79079, -0.62895], [-3.06037, 1.96779, -0.32895], [-2.05937, 2.77079, -0.83095]],
  "atomic_forces_ev_per_a": [[-5.85, 3.10, -1.90], [-0.06, 0.43, 0.39], [6.37, -2.83, 1.82], [-0.62, -0.68, -0.61], [-3.90, 0.28, -0.45], [1.08, 0.42, 1.30], [2.73, -1.10, -1.11], [1.12, 0.80, 0.73], [-0.99, -0.74, -0.10], [-0.18, 0.01, -0.64], [-3.22, -6.52, 3.60], [2.60, 4.46, 0.02], [0.49, 2.10, -3.50], [-0.46, 1.73, -0.78], [0.29, -0.14, 1.27], [0.46, -1.35, -0.02], [6.64, 2.01, -2.70], [-6.88, 0.30, 2.69], [0.37, -2.27, 0.00]],
  "homo_energy_ev": -14.8542,
  "homo_lumo_gap_ev": 11.84,
  "e_lumo_ev": -3.016,
  "charge": 1,
  "relative_energy_kcal_mol": 50.8
}